Version one
A 2-piece molecular cluster, C4H12 overall. Source: the Open Molecules 2025 dataset; level of theory: ωB97M-V with the def2-TZVPD basis set.

Bonds (Å) are listed after each position.
Element x y z (Å)
1 C -0.143 -2.136 -0.952  C2 1.522, H3 1.091, H4 1.086, H5 1.089
2 C -1.317 -1.270 -0.516  C1 1.522, H6 1.096, H7 1.085, H8 1.100
3 H -0.090 -2.998 -0.285  C1 1.091
4 H -0.197 -2.549 -1.955  C1 1.086
5 H 0.754 -1.526 -0.861  C1 1.089
6 H -2.296 -1.761 -0.580  C2 1.096
7 H -1.255 -0.997 0.532  C2 1.085
8 H -1.538 -0.324 -1.033  C2 1.100
9 C 0.377 1.316 1.236  C10 1.539, H11 1.086, H12 1.088, H13 1.100
10 C 1.202 2.040 0.158  C9 1.539, H14 1.092, H15 1.091, H16 1.088
11 H -0.158 0.472 0.812  C9 1.086
12 H 0.882 1.087 2.171  C9 1.088
13 H -0.456 1.958 1.562  C9 1.100
14 H 1.865 1.353 -0.373  C10 1.092
15 H 0.550 2.541 -0.559  C10 1.091
16 H 1.819 2.793 0.643  C10 1.088

Net charge   0
HOMO level   -11.48 eV
SMILES   CC.CC

---

Version two
A 2-piece molecular cluster, C4H12 overall. Source: the Open Molecules 2025 dataset; level of theory: ωB97M-V with the def2-TZVPD basis set.

Bonds (Å) are listed after each position.
Element x y z (Å)
1 C -0.460 1.214 1.424  C2 1.549, H3 1.155, H4 1.128, H5 1.134
2 C -0.599 2.580 0.707  C1 1.549, H6 1.155, H7 1.189, H8 1.177
3 H 0.489 0.619 1.145  C1 1.155
4 H -0.613 1.308 2.537  C1 1.128
5 H -1.209 0.378 1.259  C1 1.134
6 H -1.699 2.934 0.686  C2 1.155
7 H -0.214 2.558 -0.417  C2 1.189
8 H 0.172 3.202 1.344  C2 1.177
9 C 0.545 -1.933 -0.358  C10 1.479, H11 1.171, H12 1.109, H13 1.145
10 C 0.519 -1.804 -1.831  C9 1.479, H14 1.047, H15 1.130, H16 1.112
11 H 1.090 -1.052 0.189  C9 1.171
12 H -0.458 -1.847 0.108  C9 1.109
13 H 0.816 -2.921 0.152  C9 1.145
14 H 1.411 -2.234 -2.174  C10 1.047
15 H -0.240 -2.519 -2.265  C10 1.130
16 H 0.423 -0.765 -2.215  C10 1.112

Net charge   0
HOMO level   -11.13 eV
SMILES   CC.CC

---

Which one sits at the bottom of the stability order? version two does.

---

Version one
A 2-piece molecular cluster, C4H12 overall. Source: the Open Molecules 2025 dataset; level of theory: ωB97M-V with the def2-TZVPD basis set.

Bonds (Å) are listed after each position.
Element x y z (Å)
1 C 2.103 -1.283 -0.537  C2 1.520, H3 1.089, H4 1.094, H5 1.090
2 C 2.248 -0.569 0.797  C1 1.520, H6 1.092, H7 1.093, H8 1.092
3 H 2.449 -2.315 -0.490  C1 1.089
4 H 1.076 -1.285 -0.915  C1 1.094
5 H 2.689 -0.785 -1.309  C1 1.090
6 H 1.981 0.488 0.738  C2 1.092
7 H 3.292 -0.562 1.120  C2 1.093
8 H 1.612 -1.026 1.557  C2 1.092
9 C -1.516 1.290 -0.221  C10 1.558, H11 1.088, H12 1.088, H13 1.087
10 C -2.875 0.553 -0.031  C9 1.558, H14 1.090, H15 1.085, H16 1.095
11 H -0.704 0.666 -0.589  C9 1.088
12 H -1.586 2.123 -0.917  C9 1.088
13 H -1.207 1.641 0.761  C9 1.087
14 H -3.699 1.129 -0.451  C10 1.090
15 H -3.019 0.351 1.025  C10 1.085
16 H -2.843 -0.417 -0.537  C10 1.095

Net charge   0
HOMO level   -11.80 eV
SMILES   CC.CC

---

Version two
A 2-piece molecular cluster, C4H12 overall. Source: the Open Molecules 2025 dataset; level of theory: ωB97M-V with the def2-TZVPD basis set.

Bonds (Å) are listed after each position.
Element x y z (Å)
1 C -2.548 -4.244 3.180  C2 1.523, H3 1.164, H4 1.102, H5 1.017
2 C -3.731 -3.487 3.768  C1 1.523, H6 1.123, H7 1.198, H8 1.089
3 H -1.507 -3.989 3.636  C1 1.164
4 H -2.271 -4.046 2.132  C1 1.102
5 H -2.755 -5.237 3.116  C1 1.017
6 H -3.439 -2.403 3.780  C2 1.123
7 H -4.664 -3.467 3.017  C2 1.198
8 H -3.899 -3.999 4.715  C2 1.089
9 C 3.596 4.369 -3.843  C10 1.619, H11 1.096, H12 1.199, H13 1.169
10 C 2.626 3.455 -2.925  C9 1.619, H14 1.141, H15 1.164, H16 1.111
11 H 3.780 5.379 -3.459  C9 1.096
12 H 3.000 4.227 -4.874  C9 1.199
13 H 4.692 3.989 -3.986  C9 1.169
14 H 1.521 3.531 -3.199  C10 1.141
15 H 2.810 2.345 -3.225  C10 1.164
16 H 2.788 3.577 -1.833  C10 1.111

Net charge   0
HOMO level   -11.27 eV
SMILES   CC.CC

---

Which one sits at the bottom of the stability order? version two does.

---

Version one
A 2-piece molecular cluster, C4H12 overall. Source: the Open Molecules 2025 dataset; level of theory: ωB97M-V with the def2-TZVPD basis set.

Bonds (Å) are listed after each position.
Element x y z (Å)
1 C 1.882 1.080 1.385  C2 1.520, H3 1.095, H4 1.098, H5 1.097
2 C 0.912 1.881 0.532  C1 1.520, H6 1.088, H7 1.089, H8 1.096
3 H 2.678 1.662 1.862  C1 1.095
4 H 1.301 0.547 2.148  C1 1.098
5 H 2.375 0.304 0.788  C1 1.097
6 H 0.325 2.625 1.067  C2 1.088
7 H 1.404 2.321 -0.334  C2 1.089
8 H 0.249 1.190 -0.001  C2 1.096
9 C -0.725 -1.704 -0.778  C10 1.518, H11 1.090, H12 1.097, H13 1.097
10 C -2.108 -1.165 -1.095  C9 1.518, H14 1.086, H15 1.087, H16 1.093
11 H 0.030 -1.526 -1.544  C9 1.090
12 H -0.271 -1.337 0.151  C9 1.097
13 H -0.692 -2.793 -0.657  C9 1.097
14 H -2.754 -1.245 -0.224  C10 1.086
15 H -2.546 -1.728 -1.915  C10 1.087
16 H -2.059 -0.112 -1.382  C10 1.093

Net charge   0
HOMO level   -11.68 eV
SMILES   CC.CC

---

Version two
A 2-piece molecular cluster, C4H12 overall. Source: the Open Molecules 2025 dataset; level of theory: ωB97M-V with the def2-TZVPD basis set.

Bonds (Å) are listed after each position.
Element x y z (Å)
1 C -2.140 -1.766 -0.847  C2 1.504, H3 1.089, H4 1.098, H5 1.089
2 C -0.950 -0.848 -0.929  C1 1.504, H6 1.142, H7 1.076, H8 1.089
3 H -2.210 -2.572 -1.576  C1 1.089
4 H -2.304 -2.116 0.181  C1 1.098
5 H -2.965 -1.079 -1.026  C1 1.089
6 H -1.124 -0.044 -0.137  C2 1.142
7 H -0.917 -0.307 -1.858  C2 1.076
8 H 0.005 -1.267 -0.616  C2 1.089
9 C 1.505 1.788 1.445  C10 1.570, H11 1.071, H12 1.099, H13 1.094
10 C 1.659 0.838 0.204  C9 1.570, H14 1.090, H15 1.063, H16 1.120
11 H 0.481 1.791 1.758  C9 1.071
12 H 2.022 1.346 2.309  C9 1.099
13 H 1.987 2.722 1.140  C9 1.094
14 H 2.611 0.307 0.189  C10 1.090
15 H 1.328 1.238 -0.722  C10 1.063
16 H 1.012 -0.033 0.484  C10 1.120

Net charge   0
HOMO level   -11.23 eV
SMILES   CC.CC

---

Version three
A 2-piece molecular cluster, C4H12 overall. Source: the Open Molecules 2025 dataset; level of theory: ωB97M-V with the def2-TZVPD basis set.

Bonds (Å) are listed after each position.
Element x y z (Å)
1 C 1.016 2.127 0.406  C2 1.512, H3 1.142, H4 1.119, H5 1.073
2 C 1.772 0.909 -0.074  C1 1.512, H6 1.138, H7 1.089, H8 1.018
3 H 0.739 2.190 1.513  C1 1.142
4 H 1.534 3.113 0.286  C1 1.119
5 H 0.159 2.266 -0.223  C1 1.073
6 H 1.915 0.236 0.833  C2 1.138
7 H 2.583 1.149 -0.760  C2 1.089
8 H 1.314 0.411 -0.835  C2 1.018
9 C -1.937 -1.119 -0.402  C10 1.505, H11 1.137, H12 1.153, H13 1.128
10 C -0.835 -1.987 0.144  C9 1.505, H14 1.112, H15 1.115, H16 1.037
11 H -2.471 -1.677 -1.237  C9 1.137
12 H -2.756 -0.651 0.260  C9 1.153
13 H -1.512 -0.283 -1.028  C9 1.128
14 H -0.129 -1.255 0.592  C10 1.112
15 H -0.211 -2.382 -0.691  C10 1.115
16 H -1.204 -2.562 0.925  C10 1.037

Net charge   0
HOMO level   -11.08 eV
SMILES   CC.CC

---

Version four
A 2-piece molecular cluster, C4H12 overall. Source: the Open Molecules 2025 dataset; level of theory: ωB97M-V with the def2-TZVPD basis set.

Bonds (Å) are listed after each position.
Element x y z (Å)
1 C -0.380 1.644 1.085  C2 1.505, H3 1.087, H4 1.103, H5 1.095
2 C -1.403 1.092 2.040  C1 1.505, H6 1.090, H7 1.092, H8 1.101
3 H 0.316 0.891 0.725  C1 1.087
4 H -0.812 2.063 0.160  C1 1.103
5 H 0.129 2.590 1.302  C1 1.095
6 H -2.404 1.442 1.788  C2 1.090
7 H -1.285 1.178 3.123  C2 1.092
8 H -1.459 -0.007 2.023  C2 1.101
9 C 0.129 -1.274 -1.509  C10 1.545, H11 1.091, H12 1.087, H13 1.089
10 C 1.660 -1.453 -1.606  C9 1.545, H14 1.091, H15 1.089, H16 1.087
11 H -0.215 -1.759 -0.594  C9 1.091
12 H -0.202 -0.239 -1.466  C9 1.087
13 H -0.325 -1.787 -2.355  C9 1.089
14 H 1.877 -2.248 -2.322  C10 1.091
15 H 2.051 -1.809 -0.654  C10 1.089
16 H 2.177 -0.559 -1.947  C10 1.087

Net charge   0
HOMO level   -11.34 eV
SMILES   CC.CC

---

Which one sits at the bottom of the stability order? version three does.